[1]
38
Properties=species:S:1:pos:R:3:forces:R:3 method="wB97M-V/def2-TZVPD" total_charge=+2 total_energy_ha=-2228.73141 s_squared=6.009 multiplicity=5 homo_lumo_gap_ev="7.2 / 7.7"
Pm 0.085 -0.381 0.474 -0.162 0.466 0.350
C 2.201 -2.128 -2.201 -0.004 0.004 0.051
C 1.076 -1.142 -2.053 -0.021 -0.017 -0.004
C -0.263 -1.569 -2.015 -0.010 -0.130 -0.206
C -1.332 -0.659 -1.962 0.026 0.030 0.021
C -2.759 -1.127 -2.012 0.011 -0.004 0.066
C -1.030 0.709 -1.854 -0.037 0.052 -0.091
C 0.293 1.181 -1.880 0.054 0.042 -0.148
C 0.585 2.654 -1.882 -0.004 -0.025 0.032
C 1.331 0.234 -1.943 0.084 0.095 -0.138
H 1.867 -3.024 -2.721 0.001 0.006 -0.012
H 2.598 -2.446 -1.232 -0.003 0.004 0.000
H 3.027 -1.683 -2.753 0.002 -0.013 -0.012
H -0.480 -2.627 -2.123 0.006 0.006 0.010
H -2.834 -2.117 -2.456 0.002 0.006 -0.014
H -3.363 -0.430 -2.589 -0.009 -0.018 -0.017
H -3.206 -1.180 -1.014 0.004 0.009 -0.004
H -1.842 1.427 -1.835 -0.002 0.003 0.030
H 0.567 3.070 -0.873 -0.009 -0.007 0.014
H -0.167 3.186 -2.463 0.012 0.005 -0.014
H 1.566 2.856 -2.305 -0.001 0.001 -0.012
H 2.356 0.585 -1.998 0.005 0.000 0.014
O -1.110 -2.444 3.942 0.012 -0.020 -0.078
S 0.107 -1.711 4.011 0.038 0.057 0.262
O 1.373 -2.360 4.001 -0.014 -0.018 -0.083
N 0.095 -0.612 2.697 -0.016 0.072 0.203
C 0.010 0.662 3.096 0.028 -0.368 -0.067
S -0.054 1.914 1.909 0.029 -0.334 -0.216
C -0.021 0.827 4.541 -0.012 0.091 -0.102
C -0.087 2.006 5.271 0.005 -0.007 0.036
C -0.093 1.909 6.656 0.003 -0.011 -0.046
C -0.036 0.669 7.285 -0.002 0.011 0.049
C 0.027 -0.522 6.557 0.002 0.063 -0.037
C 0.034 -0.406 5.188 -0.007 -0.031 0.168
H -0.128 2.969 4.779 -0.003 -0.007 -0.019
H -0.140 2.809 7.254 -0.002 -0.007 0.013
H -0.039 0.625 8.366 -0.004 -0.011 -0.004
H 0.072 -1.482 7.051 -0.003 0.003 0.003

=====

[2]
16
Properties=species:S:1:pos:R:3:forces:R:3 method="wB97M-V/def2-TZVPD" total_charge=0 smiles=NCN.CN total_energy_ha=-247.02523 de_lowest_kj_mol=65.8 homo_lumo_gap_ev=9.8
N 2.951 -0.551 2.326 -0.517 -0.617 -0.389
C 2.703 0.380 1.232 0.205 0.759 1.707
N 1.339 0.847 1.165 -0.035 -0.671 -1.372
H 2.997 -1.529 2.097 0.155 0.074 0.022
H 3.495 -0.297 3.123 0.253 0.250 0.013
H 3.314 1.268 1.479 0.031 -0.367 -0.830
H 2.951 -0.104 0.284 0.202 0.305 0.080
H 0.733 0.041 1.178 -0.449 0.390 0.255
H 1.035 1.627 1.713 0.144 -0.124 0.512
C -3.078 -0.832 -1.995 1.326 0.992 0.353
N -2.942 0.566 -2.452 -0.843 -0.602 -0.630
H -2.054 -1.236 -2.065 -0.530 -0.320 0.283
H -3.707 -1.370 -2.688 -0.214 -0.164 -0.083
H -3.457 -0.905 -0.962 0.071 -0.288 -0.335
H -2.404 1.157 -1.842 -0.083 -0.021 0.269
H -3.875 0.936 -2.594 0.284 0.403 0.145

=====

[3]
44
Properties=species:S:1:pos:R:3:forces:R:3 method="wB97M-V/def2-TZVPD" total_charge=0 total_energy_ha=-1821.97583 de_lowest_kj_mol=4.5 homo_lumo_gap_ev=7.9
Ba 0.516 0.858 0.045 -0.447 0.386 -0.127
N 9.043 2.606 2.072 -0.006 0.005 -0.016
C 7.748 2.207 1.789 0.047 0.011 0.006
C 6.912 3.016 1.014 -0.034 0.012 -0.015
C 5.637 2.597 0.692 0.044 -0.035 0.025
C 5.187 1.360 1.139 0.027 0.087 0.011
C 6.004 0.545 1.909 0.027 0.047 -0.016
C 7.280 0.966 2.228 -0.025 -0.041 0.016
S 3.557 0.859 0.779 -0.015 -0.145 -0.067
O 3.211 1.355 -0.557 0.027 -0.030 0.012
O 3.473 -0.583 0.929 0.063 -0.076 -0.023
N 2.479 1.555 1.705 -0.037 0.052 0.184
C 2.133 0.965 2.894 0.145 0.038 0.007
N 0.813 0.713 3.012 -0.058 -0.081 -0.132
C 0.397 0.172 4.155 -0.012 0.069 0.023
C 1.265 -0.139 5.180 0.037 0.014 0.010
C 2.606 0.140 4.949 0.015 0.005 0.008
N 3.052 0.689 3.830 -0.109 -0.040 -0.042
H 9.230 3.593 2.011 -0.001 -0.001 0.004
H 9.486 2.162 2.858 -0.003 0.002 0.002
H 7.272 3.974 0.659 0.004 0.001 0.003
H 4.990 3.220 0.089 -0.007 -0.002 -0.003
H 5.633 -0.412 2.250 -0.003 -0.007 0.001
H 7.927 0.331 2.820 -0.002 0.000 0.001
H -0.668 -0.015 4.244 0.001 -0.008 -0.025
H 0.920 -0.578 6.104 0.013 0.006 0.006
H 3.357 -0.084 5.700 -0.011 -0.009 0.002
C -3.484 -1.599 -0.190 -0.005 0.016 -0.009
C -3.502 -0.111 -0.182 -0.014 -0.003 -0.029
N -2.453 0.685 -0.265 0.035 -0.091 0.078
C -2.946 1.976 -0.212 0.148 -0.110 0.027
C -4.305 1.940 -0.086 -0.054 0.086 -0.011
N -4.637 0.612 -0.085 0.038 -0.043 0.050
C -5.399 2.939 0.053 0.005 0.116 -0.053
O -5.053 4.201 0.098 -0.114 -0.126 -0.002
O -6.541 2.540 0.119 -0.012 -0.018 0.019
C -2.031 3.162 -0.288 0.175 -0.220 -0.076
O -2.509 4.282 -0.072 -0.033 0.138 -0.088
O -0.825 2.891 -0.566 0.071 -0.014 0.204
H -2.457 -1.952 -0.245 0.001 0.002 -0.003
H -4.028 -1.993 -1.049 0.002 -0.007 -0.001
H -3.941 -2.004 0.714 0.004 -0.004 -0.002
H -5.592 0.293 -0.018 0.003 0.006 0.012
H -4.042 4.303 0.038 0.072 0.011 0.028

=====

[4]
17
Properties=species:S:1:pos:R:3:forces:R:3 method="wB97M-V/def2-TZVPD" total_charge=0 smiles="N[P@@](=O)([O-])[NH2+]C/C=C/Cl" total_energy_ha=-1180.69263 de_lowest_kj_mol=0.0 homo_lumo_gap_ev=9.9
N -2.018 -0.997 1.410 2.284 1.845 -0.347
P -1.585 -0.002 0.156 -0.123 -0.423 -2.173
O -1.595 -0.809 -1.094 0.541 0.168 0.562
O -1.980 1.407 0.209 0.166 0.010 0.887
N 0.352 -0.038 0.575 0.010 -1.404 1.789
C 1.272 -0.136 -0.603 -1.863 3.311 0.125
C 1.051 1.192 -1.365 2.268 0.433 1.312
C 0.407 1.258 -2.496 -1.148 -2.121 -2.269
Cl 0.327 2.703 -3.364 -0.198 1.118 -0.575
H -1.812 -1.906 1.154 -0.038 -2.246 -0.414
H -2.846 -0.878 1.876 -2.224 0.480 1.336
H 0.407 -0.953 1.174 0.180 2.545 -0.953
H 0.577 0.843 1.124 -0.364 -1.652 -0.501
H 2.262 -0.229 -0.295 1.752 0.057 0.820
H 1.048 -0.987 -1.154 -0.895 -1.304 -1.126
H 1.589 2.182 -1.032 -1.164 -2.190 -0.254
H -0.070 0.402 -3.118 0.816 1.373 1.780